Entry 1:
Entry from the Open Molecules 2025 dataset: a cluster of 8 separate species, C57H59O28S in total at a distorted geometry (wB97M-V/def2-TZVPD).

HOMO level = -1.72 eV
Total energy = -128226.3415 eV
E_LUMO = -0.02031 hartree
Charge = -1
HOMO-LUMO gap = 1.17 eV

```
145
C57H59O28S | the Open Molecules 2025 dataset | wB97M-V/def2-TZVPD
C 4.303 1.943 -1.441
C 3.779 0.719 -0.687
C 2.276 0.469 -0.972
C 2.060 -0.746 -1.873
C 0.797 -0.632 -2.760
C -0.317 -1.615 -2.410
C -0.572 -1.805 -0.895
C -2.074 -1.792 -0.523
C -2.433 -0.862 0.630
C -2.360 0.664 0.335
C -2.142 1.061 -1.121
C -2.239 2.547 -1.407
C -3.652 3.118 -1.328
C -4.803 2.132 -1.596
C -4.854 1.759 -3.073
S -5.454 0.047 -3.373
H 3.810 2.060 -2.397
H 4.184 2.839 -0.841
H 5.371 1.838 -1.620
H 4.321 -0.172 -0.989
H 3.895 0.899 0.378
H 1.865 1.351 -1.448
H 1.766 0.333 -0.022
H 2.922 -0.800 -2.533
H 2.034 -1.658 -1.284
H 1.103 -0.827 -3.786
H 0.461 0.398 -2.744
H -0.008 -2.579 -2.814
H -1.224 -1.346 -2.941
H -0.099 -0.990 -0.360
H -0.141 -2.753 -0.607
H -2.318 -2.799 -0.182
H -2.691 -1.639 -1.396
H -1.786 -1.119 1.466
H -3.443 -1.113 0.957
H -1.502 1.060 0.875
H -3.213 1.196 0.749
H -1.121 0.783 -1.351
H -2.760 0.444 -1.790
H -1.900 2.679 -2.438
H -3.723 3.878 -2.108
H -3.870 3.642 -0.393
H -4.784 1.258 -0.955
H -5.736 2.663 -1.394
H -5.491 2.444 -3.616
H -3.857 1.819 -3.495
H -5.311 -0.452 -2.140
C -2.937 -6.206 3.601
C -2.379 -5.032 3.271
C -1.480 -4.890 2.079
O -1.025 -3.790 1.839
C -1.197 -6.078 1.286
C -1.747 -7.253 1.617
C -2.680 -7.382 2.792
O -3.190 -8.469 3.027
O -1.485 -8.370 0.938
O -2.581 -3.919 3.959
H -3.593 -6.316 4.452
H -0.528 -5.970 0.444
H -1.938 -9.116 1.383
H -2.078 -3.216 3.498
C -7.581 2.758 2.780
C -6.723 1.803 2.391
C -7.146 0.652 1.540
O -6.307 -0.171 1.214
C -8.543 0.574 1.142
C -9.401 1.527 1.531
C -8.971 2.688 2.368
O -9.814 3.524 2.668
O -10.696 1.519 1.205
O -5.433 1.807 2.728
H -7.278 3.596 3.392
H -8.846 -0.268 0.535
H -11.073 2.324 1.613
H -5.036 1.024 2.292
C -3.836 5.443 6.234
C -3.485 5.231 7.506
C -3.184 3.858 8.029
O -2.855 3.756 9.200
C -3.305 2.734 7.121
C -3.658 2.936 5.841
C -3.938 4.317 5.310
O -4.242 4.438 4.143
O -3.784 1.945 4.978
O -3.374 6.210 8.404
H -4.053 6.429 5.848
H -3.100 1.748 7.515
H -4.040 2.324 4.107
H -3.104 5.774 9.237
C 7.758 4.152 -4.203
C 8.992 3.965 -4.683
C 9.343 2.779 -5.534
O 10.486 2.689 -5.946
C 8.305 1.800 -5.814
C 7.069 1.984 -5.332
C 6.714 3.185 -4.505
O 5.561 3.291 -4.125
O 6.076 1.131 -5.547
O 9.996 4.806 -4.449
H 7.499 5.000 -3.593
H 8.571 0.941 -6.413
H 5.292 1.495 -5.087
H 10.771 4.434 -4.914
C 3.918 8.049 -1.570
C 4.453 9.256 -1.788
C 5.403 9.512 -2.920
O 5.833 10.644 -3.061
C 5.762 8.400 -3.785
C 5.230 7.189 -3.570
C 4.260 6.936 -2.449
O 3.812 5.816 -2.324
O 5.518 6.133 -4.320
O 4.187 10.316 -1.027
H 3.231 7.855 -0.759
H 6.458 8.593 -4.589
H 5.004 5.376 -3.956
H 4.700 11.055 -1.409
C 7.925 1.264 0.775
C 8.113 1.101 2.090
C 8.363 -0.254 2.686
O 8.545 -0.326 3.887
C 8.372 -1.408 1.797
C 8.180 -1.240 0.482
C 7.957 0.118 -0.117
O 7.811 0.213 -1.321
O 8.173 -2.247 -0.384
O 8.093 2.108 2.957
H 7.746 2.234 0.333
H 8.535 -2.381 2.239
H 8.012 -1.848 -1.263
H 8.254 1.710 3.836
C -5.679 -11.506 -0.237
C -4.682 -10.912 0.435
C -3.330 -11.560 0.575
O -2.455 -10.951 1.163
C -3.130 -12.877 -0.008
C -4.132 -13.468 -0.670
C -5.471 -12.811 -0.839
O -6.321 -13.412 -1.472
O -4.020 -14.668 -1.228
O -4.814 -9.727 1.010
H -6.652 -11.050 -0.350
H -2.160 -13.338 0.112
H -4.887 -14.851 -1.644
H -3.975 -9.528 1.483
```

=====

Entry 2:
Entry from the Open Molecules 2025 dataset: a structure of composition C57H60N7O2Sn (wB97M-V/def2-TZVPD).

HOMO level = -9.76 eV
Total energy = -80437.2790 eV
E_LUMO = -0.12303 hartree
Charge = +1
HOMO-LUMO gap = 6.41 eV
Energy relative to the best compared isomer or geometry (same formula, charge and spin) = 0.000 eV

```
127
C57H60N7O2Sn | the Open Molecules 2025 dataset | wB97M-V/def2-TZVPD
Sn -1.029 0.207 0.525
C 0.685 1.365 4.257
C 2.102 0.936 3.876
C 3.058 1.191 5.039
C 2.575 1.577 2.579
C 3.381 2.709 2.584
C 3.877 3.241 1.402
C 3.623 2.608 0.199
C 2.828 1.467 0.137
C 2.723 0.699 -1.172
C 4.110 0.236 -1.628
C 2.054 1.498 -2.288
C 2.266 1.016 1.332
N 1.345 -0.081 1.294
C 1.812 -1.263 1.304
C 0.893 -2.454 1.161
N -0.363 -2.286 1.130
C -1.180 -3.464 0.981
C -1.526 -4.218 2.112
C -2.276 -5.372 1.895
C -2.643 -5.782 0.626
C -2.271 -5.024 -0.469
C -1.545 -3.847 -0.316
C -1.135 -3.060 -1.545
C -2.243 -3.018 -2.599
C 0.145 -3.621 -2.173
C -1.091 -3.946 3.546
C 0.355 -4.367 3.822
C -1.344 -2.537 4.056
C 1.755 -3.650 1.072
C 1.528 -4.990 0.902
C 2.640 -5.865 0.884
C 3.928 -5.415 1.038
C 4.187 -4.033 1.214
C 5.454 -3.422 1.389
C 5.557 -2.064 1.555
C 4.423 -1.216 1.548
C 3.187 -1.783 1.372
C 3.081 -3.186 1.218
H 0.378 0.883 5.185
H -0.043 1.087 3.496
H 0.639 2.446 4.409
H 2.079 -0.147 3.717
H 3.009 2.226 5.381
H 4.091 0.971 4.768
H 2.785 0.560 5.884
H 3.646 3.171 3.525
H 4.499 4.125 1.427
H 4.070 2.993 -0.709
H 2.117 -0.197 -1.005
H 4.735 1.086 -1.906
H 4.021 -0.410 -2.502
H 4.629 -0.321 -0.847
H 2.583 2.435 -2.473
H 1.023 1.729 -2.039
H 2.060 0.920 -3.214
H -2.568 -5.966 2.751
H -3.215 -6.689 0.494
H -2.554 -5.348 -1.462
H -0.930 -2.031 -1.237
H -2.334 -3.972 -3.120
H -2.011 -2.262 -3.352
H -3.211 -2.786 -2.161
H 0.013 -4.675 -2.425
H 1.004 -3.543 -1.505
H 0.380 -3.083 -3.092
H -1.724 -4.607 4.145
H 1.071 -3.660 3.397
H 0.577 -5.356 3.420
H 0.525 -4.392 4.898
H -0.800 -1.779 3.493
H -1.020 -2.469 5.096
H -2.399 -2.276 4.033
H 0.531 -5.393 0.787
H 2.462 -6.923 0.750
H 4.751 -6.117 1.025
H 6.346 -4.036 1.396
H 6.533 -1.620 1.693
H 4.552 -0.151 1.678
C -2.913 2.220 2.250
C -2.249 0.862 2.340
O -2.534 0.103 3.235
H -3.777 2.240 2.914
H -3.208 2.447 1.224
H -2.204 2.994 2.553
N -5.598 -4.323 2.800
C -5.382 -3.518 2.011
C -5.082 -2.515 1.026
C -5.944 -2.248 -0.032
C -5.571 -1.289 -0.957
C -4.349 -0.655 -0.801
N -3.527 -0.901 0.218
C -3.895 -1.800 1.124
H -6.877 -2.787 -0.125
H -6.204 -1.050 -1.799
H -4.004 0.072 -1.527
H -3.219 -1.976 1.951
C -2.791 3.652 -8.019
C -2.211 4.505 -6.926
C -1.091 4.102 -6.210
C -0.532 4.909 -5.227
C -1.115 6.131 -4.916
N -0.562 6.980 -3.928
C -0.259 6.686 -2.622
O 0.211 7.519 -1.875
N -0.542 5.388 -2.243
C -0.302 4.824 -0.993
C 0.383 5.446 0.048
C 0.570 4.736 1.222
C 0.092 3.444 1.332
N -0.557 2.842 0.334
C -0.757 3.523 -0.785
C -2.239 6.545 -5.623
C -2.768 5.746 -6.620
H -2.402 2.636 -7.975
H -2.547 4.060 -9.001
H -3.878 3.604 -7.947
H -0.624 3.153 -6.441
H 0.378 4.601 -4.728
H -0.554 7.972 -4.105
H -1.034 4.814 -2.910
H 0.745 6.454 -0.070
H 1.096 5.186 2.052
H 0.232 2.877 2.238
H -1.294 3.005 -1.575
H -2.698 7.496 -5.386
H -3.639 6.087 -7.165
```

=====

Entry 3:
Entry from the Open Molecules 2025 dataset: a structure of composition C57H78AlBrN11O (wB97M-V/def2-TZVPD).

HOMO level = -5.30 eV
Total energy = -155448.9342 eV
E_LUMO = 0.06243 hartree
Charge = -1
HOMO-LUMO gap = 7.00 eV

```
149
C57H78AlBrN11O | the Open Molecules 2025 dataset | wB97M-V/def2-TZVPD
C 5.744 -0.607 1.099
C 4.807 0.030 1.504
C 3.673 0.802 1.993
C 2.507 0.880 0.990
C 1.569 -0.338 0.939
Al 1.126 -1.334 2.649
C 2.771 -2.293 3.361
C 3.611 -2.932 2.533
C -0.239 -2.786 2.160
C 0.068 -4.184 2.757
C 0.747 -5.137 1.792
O 0.248 -6.475 2.043
C 0.373 -0.182 4.179
Br 0.859 1.752 4.099
C -1.146 -0.238 4.308
C -1.861 0.149 2.998
H 6.758 -0.865 0.900
H 4.064 1.817 2.128
H 3.375 0.457 2.984
H 2.972 1.014 0.004
H 1.953 1.792 1.201
H 0.605 0.032 0.562
H 1.903 -1.074 0.200
H 3.033 -2.275 4.424
H 4.662 -3.064 2.793
H 3.283 -3.290 1.560
H -1.248 -2.518 2.482
H -0.270 -2.877 1.068
H -0.880 -4.667 3.018
H 0.640 -4.132 3.685
H 1.823 -5.167 1.978
H 0.548 -4.863 0.753
H 0.815 -7.065 1.538
H 0.824 -0.550 5.104
H -1.466 0.454 5.095
H -1.430 -1.239 4.644
H -1.131 0.482 2.263
H -2.379 -0.711 2.572
H -2.623 0.909 3.163
N -3.994 1.555 -1.964
C -2.781 0.932 -1.819
C -2.896 0.022 -0.804
C -4.230 0.094 -0.320
C -4.883 1.047 -1.055
H -4.197 2.274 -2.631
H -1.945 1.192 -2.445
H -2.111 -0.625 -0.446
H -4.659 -0.487 0.481
H -5.897 1.408 -1.008
N 6.110 0.727 -2.166
C 7.453 0.715 -2.424
C 7.651 1.294 -3.650
C 6.372 1.676 -4.143
C 5.444 1.313 -3.203
H 5.677 0.356 -1.331
H 8.150 0.295 -1.719
H 8.605 1.427 -4.135
H 6.146 2.156 -5.081
H 4.373 1.419 -3.184
N -5.212 -1.372 3.768
C -5.139 -0.310 4.620
C -6.310 0.394 4.527
C -7.128 -0.277 3.577
C -6.420 -1.363 3.129
H -4.485 -2.051 3.629
H -4.256 -0.142 5.214
H -6.551 1.290 5.073
H -8.117 0.007 3.256
H -6.667 -2.127 2.411
N 3.158 0.449 6.565
C 3.148 0.622 7.919
C 4.372 0.238 8.403
C 5.151 -0.182 7.291
C 4.370 -0.038 6.171
H 2.386 0.652 5.949
H 2.275 1.004 8.422
H 4.676 0.258 9.437
H 6.164 -0.547 7.309
H 4.575 -0.242 5.133
N 8.223 3.336 -6.610
C 9.565 3.327 -6.869
C 9.762 3.913 -8.091
C 8.485 4.294 -8.587
C 7.558 3.925 -7.649
H 7.790 2.967 -5.782
H 10.264 2.907 -6.166
H 10.715 4.053 -8.574
H 8.273 4.782 -9.524
H 6.486 4.031 -7.632
N -8.845 -1.718 0.550
C -9.616 -1.954 1.656
C -10.907 -1.618 1.348
C -10.914 -1.166 0.000
C -9.627 -1.243 -0.463
H -7.854 -1.869 0.490
H -9.180 -2.335 2.564
H -11.751 -1.688 2.012
H -11.769 -0.821 -0.559
H -9.200 -0.998 -1.421
N -11.457 -1.176 -3.618
C -10.376 -0.812 -4.370
C -10.801 -0.625 -5.659
C -12.198 -0.883 -5.682
C -12.572 -1.217 -4.407
H -11.437 -1.381 -2.634
H -9.398 -0.719 -3.929
H -10.181 -0.336 -6.490
H -12.852 -0.829 -6.537
H -13.531 -1.482 -3.997
N -16.444 -2.146 -5.154
C -16.431 -2.952 -6.260
C -17.085 -4.111 -5.942
C -17.512 -3.999 -4.590
C -17.102 -2.776 -4.133
H -16.031 -1.233 -5.100
H -15.959 -2.632 -7.173
H -17.241 -4.947 -6.603
H -18.056 -4.734 -4.020
H -17.221 -2.302 -3.174
N 4.540 4.913 9.413
C 4.930 5.473 10.600
C 5.428 4.471 11.389
C 5.337 3.261 10.646
C 4.786 3.568 9.430
H 4.133 5.412 8.644
H 4.819 6.528 10.780
H 5.816 4.591 12.388
H 5.641 2.279 10.967
H 4.550 2.946 8.584
N 13.574 6.032 -7.553
C 14.723 5.293 -7.463
C 14.602 4.460 -6.384
C 13.327 4.704 -5.802
C 12.718 5.677 -6.547
H 13.387 6.728 -8.250
H 15.524 5.424 -8.171
H 15.342 3.753 -6.049
H 12.907 4.219 -4.937
H 11.753 6.144 -6.450
N 5.536 -2.176 -2.971
C 5.319 -3.067 -3.984
C 4.583 -4.108 -3.478
C 4.345 -3.828 -2.105
C 4.943 -2.628 -1.824
H 6.052 -1.317 -3.051
H 5.704 -2.886 -4.973
H 4.251 -4.971 -4.031
H 3.796 -4.434 -1.404
H 4.997 -2.058 -0.910
```